# 1
{"formula": "C35H52F15N3O19", "method": "ωB97M-V/def2-TZVPD", "elements": ["F", "F", "F", "F", "F", "F", "F", "F", "F", "F", "F", "F", "F", "F", "F", "O", "O", "O", "O", "O", "O", "O", "O", "O", "O", "O", "O", "O", "O", "O", "O", "O", "O", "O", "N", "N", "N", "C", "C", "C", "C", "C", "C", "C", "C", "C", "C", "C", "C", "C", "C", "C", "C", "C", "C", "C", "C", "C", "C", "C", "C", "C", "C", "C", "C", "C", "C", "C", "C", "C", "C", "C", "H", "H", "H", "H", "H", "H", "H", "H", "H", "H", "H", "H", "H", "H", "H", "H", "H", "H", "H", "H", "H", "H", "H", "H", "H", "H", "H", "H", "H", "H", "H", "H", "H", "H", "H", "H", "H", "H", "H", "H", "H", "H", "H", "H", "H", "H", "H", "H", "H", "H", "H", "H"], "xyz": [[-1.5025, 3.0253, 5.8840], [-3.2958, 4.2958, 5.7910], [-2.7677, 2.8903, 4.2053], [2.1013, -4.5285, 4.2253], [2.3151, -4.0113, 0.5547], [1.2855, -5.7422, 5.9057], [0.2447, 3.9249, -10.4338], [-1.4631, 2.7286, -10.0646], [4.3597, -3.3356, 0.4282], [-1.7946, 1.8529, -2.9597], [0.1932, 2.5745, -2.7320], [-0.1546, 0.9104, -4.0919], [2.8609, -2.1658, -0.4811], [3.0018, -4.4724, 6.2536], [0.5322, 1.8557, -9.7386], [4.1166, 5.0190, 3.7583], [-1.1310, 5.7800, 4.8714], [0.7822, -2.4587, 5.1389], [-0.2461, 0.9286, -0.6946], [3.8057, -5.6664, -2.8979], [-3.7788, -5.0903, 0.6727], [1.7462, -4.8706, -2.2818], [3.0487, -3.6730, -3.7501], [-3.4264, -3.6913, -1.1864], [-2.6284, -5.6687, -1.1821], [-1.1593, 4.3763, 2.9782], [2.8399, 4.0505, 5.0990], [-0.3788, -0.8477, -2.1222], [4.1008, -1.8500, 2.4752], [-1.3627, 3.1199, -7.4614], [1.8504, -1.9162, 2.3355], [0.4351, -3.4027, 7.1864], [0.6697, 4.0645, -7.6448], [2.4521, 3.6057, 2.8679], [-3.0521, -0.8864, -4.5051], [-0.5911, -4.2499, -6.2404], [-6.0105, -0.0115, -0.1201], [-0.4057, 1.0711, 1.7715], [0.5596, -4.2070, -2.5895], [-0.0500, -3.2739, -5.9701], [-5.2693, 1.0131, 2.2375], [-0.4259, 4.8929, 0.6391], [3.0702, 4.2026, 3.7885], [-0.4558, 5.2453, 2.1145], [2.8305, -4.6445, -3.0286], [3.1137, -2.9337, 0.5756], [0.9207, -3.4559, 6.0552], [-0.5280, 1.4831, -2.9555], [0.6377, -1.9918, -5.5816], [-4.7149, 0.6256, -3.2479], [-5.6732, 0.4133, 0.9340], [1.8193, 3.2568, 5.5841], [4.1930, -1.0070, 3.6375], [5.0833, -5.5447, -3.4845], [-3.2953, -4.8393, -0.4515], [2.9217, -2.1560, 1.9156], [0.7225, -0.0476, 5.2986], [-0.2127, 3.4161, -8.2183], [-3.7685, -0.2078, -3.9464], [4.7440, 5.1960, 2.5197], [-2.9173, 3.2537, -5.5848], [-1.5337, 3.6268, -6.1210], [-2.2773, 3.7363, 5.0768], [-1.4706, 4.7581, 4.2756], [-0.3917, 0.3719, -1.8800], [-0.2471, 2.9230, -9.6649], [-2.6227, -7.0357, -0.8287], [4.2007, 0.4681, 3.2012], [1.8512, -4.5936, 5.5994], [-0.1421, 0.1939, 0.5146], [-3.9676, -2.4314, -0.7286], [-0.0234, -1.3454, 5.5249], [5.5652, -4.6196, -3.1683], [0.5278, -3.1607, -2.2855], [-0.9319, -0.5574, 0.5161], [0.1428, 2.0079, 1.8694], [-4.7895, 1.6648, -3.5685], [5.6427, -6.4079, -3.1238], [4.1243, 1.1494, 4.0486], [0.3326, -4.3870, -3.6403], [0.0787, 5.6454, 0.0332], [-5.9006, 1.8955, 2.3418], [4.4645, 6.0893, 1.9611], [-5.3552, 0.2865, 3.0454], [5.0793, -5.6107, -4.5725], [-3.6931, 3.9791, -5.8296], [2.0430, 2.3466, 6.1405], [-0.2356, -4.6554, -1.9940], [5.0076, -1.4407, 4.2175], [-0.9356, -1.2686, 4.9332], [1.0183, 0.0850, 4.2579], [-3.2342, -1.9537, -0.0791], [-3.1416, 2.2497, -5.9451], [-0.7181, 6.2904, 2.2783], [0.8693, -0.2122, 0.5260], [-0.7771, 3.2094, -5.4566], [-3.0157, 3.2571, -4.4992], [-5.6710, 0.1227, -3.3934], [-1.4258, 1.4386, 1.6602], [-0.3075, 0.5163, 2.7046], [1.3755, 3.7736, 6.4351], [-4.2337, 1.3404, 2.3308], [5.8125, 5.3220, 2.6944], [-4.3628, 0.5442, -2.2196], [3.3085, 0.6698, 2.6085], [3.3125, -1.1368, 4.2667], [-4.1725, -1.7226, -1.5310], [-0.4365, -1.3018, 6.5327], [-1.2500, 4.6773, -6.1857], [-2.7092, -7.6572, -1.7199], [1.0381, 3.0554, 4.8512], [4.7574, 4.3313, 1.8563], [1.5518, 0.0295, 6.0018], [-0.0534, -1.1848, -5.3384], [-3.4671, -7.2429, -0.1714], [-4.8829, -2.6144, -0.1658], [5.0939, 0.6815, 2.6139], [0.0556, 0.7511, 5.6231], [1.3045, -2.0775, -4.7236], [0.5812, 5.2510, 2.4503], [0.1441, 4.0254, 0.3064], [-1.7002, -7.3295, -0.3279], [1.2995, -1.7145, -6.4021], [-1.4043, 4.6737, 0.2116]], "lowdin_charge": [0.17, 0.16, 0.17, 0.12, 0.17, 0.20, 0.15, 0.22, 0.18, 0.17, 0.18, 0.17, 0.17, 0.18, 0.20, 0.03, 0.15, 0.02, 0.03, -0.05, 0.07, -0.01, 0.09, -0.02, 0.01, 0.01, 0.02, 0.12, 0.02, -0.02, 0.17, 0.13, 0.12, 0.06, 0.17, 0.12, 0.14, -0.03, -0.04, -0.26, -0.06, -0.05, -0.53, -0.22, -0.49, -0.55, -0.31, -0.58, -0.06, -0.07, -0.22, -0.07, -0.17, -0.08, -0.56, -0.39, -0.08, -0.27, -0.32, -0.06, -0.06, -0.20, -0.57, -0.30, -0.34, -0.59, -0.03, -0.04, -0.51, -0.16, -0.04, -0.21, 0.09, 0.08, 0.12, 0.06, 0.08, 0.09, 0.07, 0.08, 0.09, 0.08, 0.10, 0.08, 0.09, 0.08, 0.08, 0.09, 0.13, 0.13, 0.06, 0.08, 0.08, 0.13, 0.11, 0.10, 0.05, 0.09, 0.07, 0.06, 0.10, 0.06, 0.10, 0.05, 0.07, 0.10, 0.06, 0.12, 0.12, 0.10, 0.08, 0.10, 0.08, 0.05, 0.09, 0.08, 0.08, 0.07, 0.05, 0.11, 0.06, 0.10, 0.08, 0.08], "e_tot_ev": -121270.4565, "lumo_energy_ha": -0.00263, "homo_lumo_gap_ev": 10.320, "smiles": "CCOC(=O)C(F)(F)F.CCOC(=O)C(F)(F)F.CCOC(=O)C(F)(F)F.CCOC(=O)C(F)(F)F.CCOC(=O)C(F)(F)F.COC(=O)OC.COC(=O)OC.COC(=O)OC.CC#N.CC#N.CC#N", "fmax_ev_per_a": 6.4}

***

# 2
{"formula": "C52H43Cl3N7O2PS2Yb", "method": "ωB97M-V/def2-TZVPD", "elements": ["Yb", "Cl", "Cl", "Cl", "S", "S", "P", "O", "O", "N", "N", "N", "N", "N", "N", "N", "C", "C", "C", "C", "C", "C", "C", "C", "C", "C", "C", "C", "C", "C", "C", "C", "C", "C", "C", "C", "C", "C", "C", "C", "C", "C", "C", "C", "C", "C", "C", "C", "C", "C", "C", "C", "C", "C", "C", "C", "C", "C", "C", "C", "C", "C", "C", "C", "C", "C", "C", "C", "H", "H", "H", "H", "H", "H", "H", "H", "H", "H", "H", "H", "H", "H", "H", "H", "H", "H", "H", "H", "H", "H", "H", "H", "H", "H", "H", "H", "H", "H", "H", "H", "H", "H", "H", "H", "H", "H", "H", "H", "H", "H", "H"], "xyz": [[14.8642, 10.0500, 15.7070], [18.8433, 16.0034, 13.6706], [20.0387, 8.2328, 9.0531], [15.4248, 14.7026, 9.9519], [7.1981, 9.6527, 14.2543], [17.8592, 6.4623, 7.9940], [18.1056, 9.7045, 15.8465], [17.9882, 10.9288, 9.2875], [16.9680, 10.8733, 19.5189], [13.0396, 8.6720, 15.6784], [15.3426, 10.0930, 13.4303], [8.1029, 10.9163, 14.8349], [8.3629, 8.4946, 14.3598], [15.5059, 9.8641, 18.0815], [12.8077, 11.4519, 15.6275], [15.7714, 10.6899, 11.3203], [18.5875, 8.0231, 8.2850], [19.4416, 8.1417, 14.1143], [20.4001, 10.3049, 14.3494], [17.3139, 15.0555, 11.7756], [15.7622, 11.7346, 19.5239], [16.4172, 7.1885, 7.3878], [10.7023, 8.3987, 15.1068], [18.7980, 12.8116, 11.2343], [21.6772, 8.5160, 13.3213], [18.0553, 13.7492, 16.2784], [18.4848, 14.8174, 12.4718], [15.6928, 11.4632, 10.0704], [18.5225, 11.3727, 16.4073], [19.2588, 13.7178, 12.2118], [12.2006, 6.4990, 15.0495], [13.9586, 9.9693, 19.9451], [14.6872, 10.8093, 18.9053], [19.5491, 11.6394, 17.3145], [18.9525, 13.9633, 17.3472], [12.9883, 8.9447, 19.3382], [16.5136, 8.5274, 7.2822], [10.3367, 12.7141, 15.4747], [17.7642, 9.0345, 7.7959], [19.7859, 12.9348, 17.7425], [9.4461, 9.0472, 14.9288], [19.4028, 7.7455, 19.8093], [15.3810, 11.0877, 12.5459], [17.8278, 8.9472, 18.4565], [19.7643, 7.9851, 17.4272], [9.3046, 10.4831, 15.1004], [17.0627, 12.0367, 9.5220], [20.1624, 7.5153, 18.6681], [11.8075, 9.2504, 15.3523], [20.5401, 7.7068, 13.3948], [21.5716, 9.8432, 13.7354], [13.2255, 7.3712, 15.3819], [18.5912, 8.7607, 17.3016], [15.7444, 8.9979, 12.7009], [19.4178, 9.4096, 14.6626], [18.0893, 10.4856, 7.9204], [16.8842, 14.1592, 10.7718], [16.7153, 9.9046, 18.5201], [18.1993, 8.4439, 19.6838], [17.7808, 12.4479, 15.8767], [11.7040, 10.6832, 15.4596], [17.6464, 13.0168, 10.4976], [13.2541, 10.8243, 20.9361], [10.9102, 6.9938, 14.8917], [10.4278, 11.3139, 15.4384], [11.4720, 13.4719, 15.6639], [16.0170, 9.3288, 11.4015], [12.6804, 12.7881, 15.7342], [13.9680, 11.4634, 21.5252], [13.4159, 8.4389, 18.4602], [16.3613, 8.7734, 10.5332], [12.7019, 10.2366, 21.6947], [19.7894, 7.3346, 20.7641], [14.2232, 6.9854, 15.5158], [15.5255, 12.1464, 20.5165], [12.5442, 11.5322, 20.5175], [19.3642, 11.8967, 11.0061], [20.4274, 7.7994, 16.5806], [15.2099, 10.8029, 9.2768], [9.3500, 13.1292, 15.2860], [20.2832, 11.3202, 14.7226], [12.3859, 5.4401, 14.9159], [20.2010, 10.8351, 17.6500], [17.5536, 14.5904, 15.7857], [16.7746, 15.9422, 11.9745], [22.6051, 8.1587, 12.8824], [17.6123, 8.6605, 20.6042], [21.0657, 6.8969, 18.7833], [14.9455, 12.2583, 10.2692], [15.9097, 12.5967, 18.8325], [13.5935, 13.3517, 15.9766], [20.5114, 6.7338, 12.8829], [18.5728, 7.4979, 14.2080], [14.9965, 12.0882, 12.7258], [22.4434, 10.5300, 13.6044], [13.9736, 11.3528, 18.2493], [20.5880, 13.1190, 18.4495], [19.0457, 14.9866, 17.7566], [12.7740, 8.1238, 20.0478], [16.8098, 12.4656, 8.5208], [12.0093, 9.3657, 19.0270], [17.4271, 11.0895, 7.2984], [10.0603, 6.4072, 14.6185], [15.5285, 6.5604, 7.3263], [20.2116, 13.5632, 12.7414], [16.9462, 12.1814, 15.2073], [19.1324, 10.7019, 7.5294], [14.7411, 9.3572, 20.4607], [11.5258, 14.5675, 15.6437], [15.7315, 7.9862, 13.1161], [15.7594, 9.2211, 6.8958]], "mulliken_spin": [0.00, 0.00, 0.17, 0.00, 0.00, -0.06, 0.00, 0.02, 0.00, 0.00, 0.00, 0.00, 0.00, 0.00, 0.00, 0.00, 0.33, 0.00, 0.00, 0.00, 0.00, 0.30, 0.00, 0.00, 0.00, 0.00, 0.00, 0.00, 0.00, 0.00, 0.00, 0.00, 0.00, 0.00, 0.00, 0.00, 0.05, 0.00, 0.14, 0.00, 0.00, 0.00, 0.00, 0.00, 0.00, 0.00, 0.00, 0.00, 0.00, 0.00, 0.00, 0.00, 0.00, 0.01, 0.00, 0.01, 0.00, 0.00, 0.00, 0.00, 0.00, 0.00, 0.00, 0.00, 0.00, 0.00, -0.01, 0.00, 0.00, 0.00, 0.00, 0.00, 0.00, 0.00, 0.00, 0.00, 0.00, 0.00, 0.00, 0.00, 0.00, 0.00, 0.00, 0.00, 0.00, 0.00, 0.00, 0.00, 0.00, 0.00, 0.00, 0.00, 0.00, 0.00, 0.00, 0.00, 0.00, 0.00, 0.00, 0.00, 0.00, 0.00, 0.00, 0.01, 0.00, 0.00, 0.01, 0.00, 0.00, 0.00, 0.00], "e_tot_ev": -169181.4768, "lumo_energy_ha": [-0.29069, -0.41820], "homo_lumo_gap_ev": [6.131, 2.661], "multiplicity": 2, "fmax_ev_per_a": 3.6, "charge": 3}

***

# 3
{"formula": "C4H9NO", "method": "ωB97M-V/def2-TZVPD", "elements": ["O", "N", "C", "C", "C", "C", "H", "H", "H", "H", "H", "H", "H", "H", "H"], "xyz": [[0.6976, 0.1179, -2.1615], [-0.1606, -0.1795, -0.0456], [1.5163, -1.0284, -1.9580], [-0.3840, 0.6861, 2.2465], [-0.1002, 0.4497, -1.1385], [-1.0982, 0.3342, 0.9387], [-1.6450, 1.2143, 0.5581], [-0.2729, -0.1911, 2.8899], [-0.9356, 1.4505, 2.8032], [1.9473, -1.2640, -2.9321], [-0.6910, 1.3376, -1.3956], [2.3072, -0.8095, -1.2331], [0.9201, -1.8642, -1.5824], [-1.8484, -0.4431, 1.1285], [0.6167, 1.0750, 2.0369]], "nbo_charge": [-0.50, -0.51, -0.26, -0.61, 0.41, -0.23, 0.16, 0.21, 0.21, 0.19, 0.15, 0.19, 0.20, 0.19, 0.21], "e_tot_ev": -7830.8473, "lumo_energy_ha": 0.04125, "homo_lumo_gap_ev": 10.820, "smiles": "CC/N=C/OC", "fmax_ev_per_a": 0.5}